Entry 1:
15
Properties=species:S:1:pos:R:3 method="wB97M-V/def2-TZVPD" e_tot_ev=-9408.045 charge=0 gap_ev=10.43 e_lumo_ev=0.89 relative_energy_ev=1.787
O -0.369 -1.439 -1.698
C -0.581 -0.385 -0.791
C -0.543 -0.926 0.665
C 0.616 -0.048 1.169
C 0.235 1.348 0.654
C 0.589 0.605 -0.646
O 1.577 -0.153 0.087
H -0.477 -1.071 -2.583
H -1.488 0.172 -1.079
H -1.472 -0.786 1.225
H -0.272 -1.986 0.668
H 1.044 -0.235 2.157
H -0.792 1.695 0.813
H 0.969 2.113 0.908
H 0.964 1.096 -1.548

---

Entry 2:
50
Properties=species:S:1:pos:R:3 method="wB97M-V/def2-TZVPD" e_tot_ev=-176103.162 charge=0 gap_ev="6.28 / 6.28" e_lumo_ev="-0.82 / -0.82" relative_energy_ev=0.666
Pt 0.140 0.524 -0.290
S 1.519 0.548 1.535
C 0.455 1.034 2.824
C 0.991 0.977 4.149
N 1.447 0.911 5.204
C -0.814 1.468 2.597
S -1.550 1.450 1.016
C -1.658 1.868 3.680
N -2.360 2.192 4.533
C 1.491 0.001 -3.885
C -0.013 0.252 -3.931
As -0.591 1.334 -2.420
C 0.259 3.068 -2.679
C 0.092 3.736 -4.038
C -2.507 1.601 -2.686
C -3.005 1.904 -4.094
H 1.807 -0.620 -4.723
H 1.773 -0.505 -2.960
H 2.053 0.936 -3.935
H -0.570 -0.686 -3.865
H -0.306 0.743 -4.859
H 1.314 2.894 -2.457
H -0.116 3.692 -1.866
H 0.401 3.078 -4.852
H 0.710 4.633 -4.090
H -0.937 4.038 -4.219
H -2.789 2.379 -1.972
H -2.953 0.676 -2.316
H -2.615 2.843 -4.480
H -4.093 1.973 -4.101
H -2.724 1.113 -4.791
C 2.713 -2.955 1.090
N 1.362 -2.758 1.578
C 0.311 -2.375 0.844
Se 0.248 -1.923 -0.973
N -0.739 -2.231 1.668
C -0.349 -2.446 2.981
C -1.020 -2.323 4.188
C -0.286 -2.574 5.333
C 1.065 -2.940 5.273
C 1.731 -3.057 4.068
C 0.996 -2.796 2.921
H 2.722 -2.771 0.020
H 3.039 -3.974 1.292
H 3.375 -2.244 1.584
H -1.591 -1.787 1.356
H -2.056 -2.016 4.236
H -0.759 -2.462 6.298
H 1.605 -3.106 6.195
H 2.780 -3.316 4.023

---

Entry 3:
17
Properties=species:S:1:pos:R:3 method="wB97M-V/def2-TZVPD" smiles=C#CC(C)(C)OC e_tot_ev=-8429.083 charge=0 gap_ev=10.75 e_lumo_ev=1.02 relative_energy_ev=2.158
C 1.231 1.207 1.240
O -0.123 0.885 1.016
C -0.414 -0.101 0.037
C -0.318 0.430 -1.422
C -1.849 -0.525 0.367
C 0.566 -1.205 -0.004
C 1.459 -1.932 -0.353
H 1.731 1.557 0.327
H 1.234 2.011 1.982
H 1.787 0.348 1.639
H -0.735 1.435 -1.460
H -0.886 -0.233 -2.086
H 0.708 0.448 -1.809
H -2.207 -1.281 -0.335
H -2.494 0.360 0.301
H -1.922 -0.918 1.387
H 2.234 -2.486 -0.827